Entry 1:
11
Properties=species:S:1:pos:R:3 method="wB97M-V/def2-TZVPD" gap_ev=9.66 homo_ev=-9.3 energy_ha=-268.2567 e_above_lowest_ev=4.041
O -0.39 -0.66 -2.52
C 0.11 -1.32 -1.50
C 0.65 0.80 0.93
C -0.66 0.29 1.49
O -0.80 -0.16 2.59
H 0.35 -0.29 -3.03
H 1.07 0.02 0.27
H -0.82 -1.69 -1.00
H 0.50 1.69 0.32
H 1.35 0.99 1.75
H -1.52 0.34 0.78

---

Entry 2:
11
Properties=species:S:1:pos:R:3 method="wB97M-V/def2-TZVPD" gap_ev=11.45 homo_ev=-10.7 energy_ha=-268.3764 e_above_lowest_ev=0.784
C -1.40 0.28 -0.14
C -0.19 -0.61 0.12
C 0.98 0.30 0.03
O 1.06 1.49 0.03
O 2.12 -0.48 -0.16
H -2.27 -0.32 -0.57
H -1.25 0.98 -0.97
H -1.77 0.71 0.92
H -0.17 -1.01 1.28
H 0.00 -1.47 -0.61
H 2.89 0.13 0.09

---

Entry 3:
11
Properties=species:S:1:pos:R:3 method="wB97M-V/def2-TZVPD" gap_ev=10.69 homo_ev=-9.9 energy_ha=-268.3565 e_above_lowest_ev=1.325
O 0.03 -0.39 2.40
C 0.01 -1.00 1.36
C -0.61 -0.47 0.08
C 0.16 0.75 -0.47
O 0.39 0.54 -1.85
H 0.47 -2.01 1.29
H -0.62 -1.24 -0.70
H -1.65 -0.19 0.31
H -0.43 1.66 -0.29
H 1.12 0.88 0.07
H 1.13 1.10 -2.12

---

Entry 4:
11
Properties=species:S:1:pos:R:3 method="wB97M-V/def2-TZVPD" gap_ev=11.56 homo_ev=-10.6 energy_ha=-268.2868 e_above_lowest_ev=3.221
C 0.74 1.08 -0.77
C 0.33 0.32 0.57
C -1.14 -1.46 0.35
H 1.76 0.70 -1.31
H 0.73 2.04 -0.72
H -0.05 0.96 -1.36
H 1.28 0.14 1.24
H -0.46 0.81 0.93
H -1.14 -2.85 0.16
O 0.09 -1.00 0.17
O -2.14 -0.76 0.73